Computed, not measured: C21H34N3OPSeSiV as an isolated structure at a distorted geometry, with the ωB97M-V functional and the def2-TZVPD basis.

Results
<S²>	0.88
frontier orbital gap (alpha / beta)	6.84 / 6.83	eV
HOMO (alpha / beta)	-0.2485 / -0.2458	hartree

The geometry in ORCA input format:
```
! wB97M-V def2-TZVPD RIJCOSX def2/J DEFGRID3
* xyz 0 2
Se -0.43 -1.63 1.80
V -0.20 -0.05 -0.18
P 0.51 1.12 -2.06
Si 0.16 -2.28 -1.50
O 2.35 -0.47 -0.06
N -0.85 0.08 4.09
N -1.90 0.35 -0.39
N 0.98 -1.08 4.25
C 0.04 1.20 7.54
C 1.22 0.44 7.65
C 4.70 -0.47 0.32
C -3.70 -0.95 -1.25
C -5.05 -1.09 -1.48
C -5.50 0.86 -0.09
C -2.12 0.62 3.61
C -5.95 -0.18 -0.92
C -0.75 1.17 6.38
C 0.87 -0.37 5.45
C -4.14 1.03 0.14
C 3.28 -0.16 0.70
C 0.82 2.91 -1.97
C 1.88 -3.05 -1.53
C 3.08 0.50 2.03
C 1.66 -0.37 6.59
C -0.29 0.37 5.34
C -0.85 1.06 -3.28
C 1.93 0.54 -3.03
C -3.21 0.16 -0.50
C -0.08 -0.81 3.42
H 2.23 1.18 1.99
H -0.22 -2.12 -2.95
H 2.90 -0.26 2.80
H -0.56 1.61 -4.18
H 1.80 0.50 8.58
H -1.67 1.73 6.25
H 5.26 0.48 0.23
H 2.60 -2.42 -2.07
H 5.15 -1.06 1.13
H 0.98 3.30 -2.98
H 1.73 -1.74 4.05
H -2.95 -1.66 -1.64
H 1.79 -0.50 -3.35
H 2.24 -3.23 -0.51
H 2.56 -0.98 6.63
H -1.09 0.02 -3.55
H 2.84 0.60 -2.42
H -2.53 1.25 4.40
H -3.74 1.81 0.81
H -2.82 -0.20 3.38
H -1.94 1.22 2.70
H -6.21 1.53 0.39
H 1.80 -4.02 -2.05
H 2.03 1.18 -3.91
H -7.02 -0.28 -1.10
H 3.99 1.06 2.31
H -5.40 -1.92 -2.10
H -1.75 1.51 -2.85
H 0.36 1.12 0.64
H -0.29 1.82 8.38
H -0.64 -3.41 -0.94
H 1.72 3.09 -1.36
H 4.73 -1.03 -0.62
H -0.03 3.41 -1.51
*
```

Computed, not measured: C21H34N7S2V as an isolated structure, with the ωB97M-V functional and the def2-TZVPD basis.

Results
<S²>	0.76
ΔE to the lowest compared entry with this formula, charge and spin	0.0	kcal/mol
frontier orbital gap (alpha / beta)	6.69 / 6.05	eV
HOMO (alpha / beta)	-0.3200 / -0.2965	hartree

The geometry in ORCA input format:
```
! wB97M-V def2-TZVPD RIJCOSX def2/J DEFGRID3
* xyz 1 2
V -0.08 -1.31 0.06
S 0.41 2.73 2.06
S 0.80 5.11 0.27
N -0.84 0.70 -0.34
N 0.88 -3.20 0.36
N 0.99 5.22 2.81
N -1.45 -2.58 -1.16
N -1.86 -1.35 1.36
N 0.72 -0.85 2.07
N 1.69 -1.06 -1.06
C -2.38 -3.20 -0.18
C 1.47 6.64 0.97
C 2.46 -2.11 -1.08
C 0.74 4.35 1.84
C 0.24 2.27 -4.28
C -2.18 0.85 0.26
C 2.11 0.14 -1.75
C 2.67 -4.51 -0.20
C -0.02 -1.68 3.06
C -2.25 0.06 1.56
C -0.58 0.02 -4.45
C 1.02 6.63 2.43
C 0.31 -0.38 -3.45
C 1.16 0.54 -2.85
C 1.85 -5.23 0.66
C 0.77 -4.39 0.97
C 1.12 1.87 -3.28
C -2.95 -2.12 0.71
C 2.06 -3.26 -0.36
C -1.48 -1.97 2.64
C -0.62 1.35 -4.86
H -2.91 0.48 -0.45
H 0.67 0.13 2.34
H -0.86 0.94 -1.32
H -1.23 -0.71 -4.91
H -1.98 -2.09 -1.87
H -1.80 -3.91 0.40
H 2.56 6.63 0.89
H 3.41 -2.10 -1.62
H 0.00 -1.21 4.05
H 1.70 -1.10 2.10
H 1.72 7.17 3.07
H 0.03 7.07 2.54
H -0.06 -4.62 1.62
H -1.56 0.50 2.28
H -3.63 -2.54 1.45
H 0.23 3.30 -4.60
H -3.53 -1.43 0.10
H -0.21 1.38 0.10
H -0.92 -3.31 -1.63
H 1.78 2.60 -2.82
H -3.18 -3.75 -0.67
H -2.42 1.90 0.47
H 1.08 7.50 0.43
H 0.51 -2.62 3.13
H -2.18 -1.66 3.42
H 2.14 0.96 -1.02
H -1.59 -3.05 2.52
H 0.35 -1.41 -3.15
H 2.00 -6.24 1.02
H -3.25 0.13 2.00
H 0.91 4.92 3.77
H -1.30 1.66 -5.64
H 3.60 -4.83 -0.65
H 3.13 0.04 -2.14
*
```

Computed, not measured: a 7-piece molecular cluster, C21H34O21 overall at a distorted geometry, with the ωB97M-V functional and the def2-TZVPD basis.

Results
SMILES	COC(=O)OC.COC(=O)OC.COC(=O)OC.O=C1OCCO1.O=C1OCCO1.O=C1OCCO1.O=C1OCCO1
ΔE to the lowest compared entry with this formula, charge and spin	92.2	kcal/mol
frontier orbital gap	10.85	eV
HOMO	-0.3914	hartree

The geometry in ORCA input format:
```
! wB97M-V def2-TZVPD RIJCOSX def2/J DEFGRID3
* xyz 0 1
O 12.97 -17.68 -2.24
O 11.54 -15.83 -12.17
O 10.72 -7.31 -18.53
O 10.96 -16.47 -14.25
O 8.83 -5.47 -8.56
O 22.79 -15.21 -1.55
O 20.82 -14.46 -1.06
O 22.43 -12.96 -1.52
O 12.91 -15.65 -13.95
O 11.32 -7.54 -16.48
O 10.53 -9.34 -17.52
O 14.00 -15.67 -1.76
O 12.14 -15.80 -2.98
O 11.16 -4.32 1.67
O 14.44 -8.88 -6.94
O 10.31 -4.07 -8.22
O 10.52 -4.14 -0.52
O 12.05 -5.57 0.02
O 15.35 -9.02 -9.07
O 16.70 -8.96 -7.25
O 9.76 -4.36 -10.38
C 12.26 -14.47 -3.40
C 22.00 -14.11 -1.45
C 22.05 -16.43 -1.35
C 11.53 -6.17 -16.67
C 10.77 -4.82 -1.70
C 8.12 -6.41 -9.41
C 11.54 -3.33 -8.51
C 20.72 -15.82 -0.89
C 14.13 -9.31 -9.73
C 17.01 -8.97 -5.92
C 11.18 -4.58 0.45
C 11.08 -6.01 -18.13
C 13.10 -16.32 -2.27
C 9.61 -4.58 -9.19
C 11.87 -15.97 -13.34
C 14.05 -18.42 -1.77
C 12.93 -15.96 -15.30
C 15.42 -8.92 -7.67
C 11.93 -5.77 -1.37
C 10.82 -8.15 -17.52
C 11.55 -16.58 -15.56
H 14.37 -9.43 -10.79
H 11.94 -5.69 -18.72
H 10.97 -16.03 -16.30
H 12.59 -6.00 -16.49
H 19.89 -16.24 -1.46
H 16.85 -8.07 -5.32
H 22.53 -17.14 -0.68
H 7.46 -7.08 -8.86
H 18.06 -9.25 -5.81
H 11.77 -6.79 -1.72
H 11.57 -2.93 -9.52
H 20.55 -16.01 0.16
H 11.65 -2.47 -7.85
H 11.33 -14.17 -3.88
H 13.65 -16.76 -15.43
H 11.00 -4.10 -2.48
H 16.50 -9.81 -5.45
H 14.45 -18.07 -0.83
H 12.79 -5.36 -1.90
H 22.12 -16.97 -2.30
H 12.45 -13.73 -2.62
H 10.91 -5.51 -16.07
H 13.77 -19.48 -1.74
H 14.91 -18.26 -2.42
H 12.46 -3.90 -8.36
H 12.97 -15.15 -16.03
H 13.41 -8.48 -9.80
H 8.86 -7.06 -9.89
H 7.52 -5.93 -10.19
H 10.27 -5.29 -18.10
H 11.75 -17.60 -15.90
H 13.12 -14.31 -4.05
H 9.80 -5.26 -1.93
H 13.59 -10.16 -9.31
*
```

Computed, not measured: a 2-piece molecular cluster, C21H35BN4O6S2 overall at a distorted geometry, with the ωB97M-V functional and the def2-TZVPD basis.

Results
<S²>	0.75
frontier orbital gap (alpha / beta)	7.65 / 7.06	eV
HOMO (alpha / beta)	-0.1897 / -0.1897	hartree

The geometry in ORCA input format:
```
! wB97M-V def2-TZVPD RIJCOSX def2/J DEFGRID3
* xyz -1 2
S 3.45 -1.41 -3.06
S 1.90 1.25 5.10
O -1.91 -5.70 2.82
O 5.82 -1.38 2.52
O 2.70 -0.89 0.86
O 0.38 -5.55 2.14
O 0.36 -1.04 0.97
O -2.65 4.96 -2.05
N 0.25 0.35 2.81
N 6.65 -3.53 3.00
N 1.30 -0.55 -1.24
N -1.63 4.35 -2.73
C -0.05 -2.04 3.26
C 0.79 -1.01 2.35
C -3.08 3.37 -4.58
C -0.74 4.14 -5.07
C -0.03 2.44 -2.46
C 2.09 -1.02 -2.16
C -2.00 -4.50 3.68
C -1.64 -1.85 3.18
C -1.99 4.40 -4.19
C 3.05 -2.66 2.43
C -2.47 -3.19 2.86
C 4.11 -2.78 3.67
C 0.84 0.75 3.89
C -0.85 -5.52 1.86
C -2.44 5.81 -4.63
C 5.57 -2.51 3.05
C 2.41 -1.19 2.27
C -2.54 1.99 -2.56
C -1.43 3.02 -0.57
C -1.44 2.99 -2.12
C -2.77 1.97 -4.06
B 1.52 -1.29 0.09
H -2.57 5.86 -5.72
H -3.49 2.24 -2.07
H -0.92 4.44 -6.10
H 0.70 2.72 -1.70
H -2.28 0.98 -2.22
H -1.02 -4.39 4.25
H -4.05 3.69 -4.18
H 1.58 -2.48 0.09
H -0.04 1.35 -2.53
H 6.49 -4.21 2.23
H 4.06 -3.86 4.05
H 3.84 -2.09 4.55
H 3.66 -2.92 1.48
H -1.16 2.03 -0.17
H 0.25 -3.11 2.96
H -0.46 3.09 -5.13
H 3.08 -0.55 2.96
H -2.41 3.27 -0.14
H 0.24 -1.92 4.37
H -2.53 -3.35 1.71
H -3.61 1.31 -4.29
H -3.19 3.34 -5.67
H 0.12 4.71 -4.71
H -1.18 -5.36 0.76
H -3.57 -2.98 3.19
H -1.70 6.57 -4.36
H 2.30 -3.51 2.56
H -2.04 -1.36 4.14
H -0.70 3.74 -0.19
H -1.90 -1.10 2.33
H -3.40 6.11 -4.20
H 6.66 -4.05 3.90
H -2.81 -4.76 4.46
H -1.90 1.55 -4.57
H 0.40 2.81 -3.39
*
```

Computed, not measured: a 6-piece molecular cluster, C21H35F2N3O4 overall at a distorted geometry, with the ωB97M-V functional and the def2-TZVPD basis.

Results
ΔE to the lowest compared entry with this formula, charge and spin	0.0	kcal/mol
frontier orbital gap	6.43	eV
HOMO	-0.4855	hartree

The geometry in ORCA input format:
```
! wB97M-V def2-TZVPD RIJCOSX def2/J DEFGRID3
* xyz 2 1
F 7.73 41.10 7.49
F 5.59 38.84 12.14
O 10.12 39.02 13.06
O 9.79 39.47 8.91
O 12.59 41.97 6.49
O 7.38 37.28 6.88
N 9.11 36.95 8.52
N 12.13 40.37 8.10
N 10.98 40.52 11.20
C 4.86 41.50 5.46
C 10.69 42.53 7.70
C 4.26 40.04 7.36
C 4.84 41.84 13.93
C 5.72 42.82 13.35
C 3.89 40.80 6.30
C 6.35 41.06 11.71
C 13.06 39.40 7.62
C 5.62 40.14 12.46
C 6.49 40.96 7.13
C 11.00 39.35 12.17
C 5.58 40.10 7.86
C 4.92 40.48 13.64
C 10.45 41.88 11.69
C 6.08 41.64 5.98
C 6.45 42.46 12.15
C 9.57 37.45 5.98
C 12.24 38.40 12.26
C 8.20 36.57 9.58
C 11.84 41.66 7.43
C 8.59 37.06 7.05
H 10.96 43.45 8.10
H 12.72 39.27 6.55
H 10.52 40.15 10.37
H 10.17 38.40 6.21
H 8.80 36.39 10.35
H 4.12 42.11 14.65
H 10.54 42.67 10.92
H 11.29 39.80 8.43
H 6.97 43.23 11.53
H 3.50 39.52 8.08
H 6.98 40.62 10.83
H 8.88 39.82 8.68
H 8.93 37.69 4.97
H 14.17 39.76 7.81
H 12.44 40.84 9.12
H 12.04 37.61 13.01
H 9.65 37.98 8.59
H 9.97 36.22 8.53
H 12.40 37.96 11.26
H 12.78 38.51 8.23
H 10.32 36.59 5.95
H 7.50 37.46 9.64
H 4.42 39.79 14.11
H 10.28 42.83 6.78
H 9.34 41.80 11.90
H 4.50 42.12 4.60
H 7.72 35.61 9.55
H 6.07 39.79 8.77
H 13.25 38.91 12.57
H 6.91 42.36 5.50
H 9.95 42.02 8.44
H 2.94 40.70 5.92
H 11.88 40.77 10.92
H 5.78 43.76 13.59
H 10.72 42.09 12.72
*
```

Computed, not measured: a 3-piece molecular cluster, C21H35N3O6PS2 overall at a distorted geometry, with the ωB97M-V functional and the def2-TZVPD basis.

Results
frontier orbital gap	6.19	eV
HOMO	-0.4009	hartree

The geometry in ORCA input format:
```
! wB97M-V def2-TZVPD RIJCOSX def2/J DEFGRID3
* xyz 1 1
S -3.03 -2.02 0.21
S 4.60 2.54 -0.78
P -2.08 -0.39 -0.06
O 4.76 5.05 3.71
O 0.07 -2.10 0.70
O -4.23 -5.68 0.87
O 1.98 4.92 2.74
O -4.71 -8.56 0.42
O -0.36 -4.31 0.47
N -0.39 -0.42 -0.75
N -1.97 3.66 -1.66
N 0.55 -3.66 0.52
C 4.06 2.26 -2.49
C 3.73 4.27 4.29
C 2.14 -0.51 -1.77
C -5.67 -8.58 1.46
C -4.92 -7.54 -0.54
C -1.76 1.39 -3.27
C -2.66 2.39 -3.57
C -3.33 -6.00 1.92
C 2.73 3.83 3.26
C 0.00 0.50 -1.71
C 0.49 -1.34 -0.28
C -1.10 2.70 -1.37
C 2.55 2.59 -2.56
C 1.77 -1.40 -0.80
C 2.42 5.33 1.46
C -2.74 3.50 -2.73
C 4.64 6.44 3.95
C -3.97 -6.38 -0.34
C 1.25 0.47 -2.24
C -0.97 1.54 -2.13
C 1.71 1.49 -3.24
H 2.48 -2.12 -0.41
H 2.30 0.98 -4.01
H 4.61 2.92 -3.15
H -2.69 0.47 -0.95
H -3.45 4.29 -2.94
H 4.81 6.67 5.00
H -6.65 -8.90 1.07
H 2.20 4.57 0.71
H -1.67 0.51 -3.89
H 3.23 4.83 5.09
H -4.09 -5.67 -1.16
H 5.40 6.94 3.35
H -5.34 -9.31 2.19
H 2.17 2.67 -1.54
H -1.83 0.40 1.06
H 2.40 3.55 -3.04
H -3.30 2.33 -4.44
H 0.86 1.94 -3.74
H 3.65 6.81 3.66
H -3.71 -5.53 2.82
H 3.50 5.53 1.45
H 4.20 3.39 4.74
H -4.75 -7.97 -1.53
H 2.01 3.14 3.73
H -5.78 -7.60 1.93
H -2.94 -6.75 -0.36
H -5.96 -7.18 -0.50
H 3.24 3.29 2.46
H 3.15 -0.56 -2.14
H -2.33 -5.62 1.71
H -0.48 2.85 -0.49
H 5.90 2.74 -0.97
H 1.89 6.25 1.21
H -3.27 -7.08 2.08
H 4.27 1.24 -2.80
*
```

Computed, not measured: a 5-piece molecular cluster, C21H36BBr8ClNO7 overall at a distorted geometry, with the ωB97M-V functional and the def2-TZVPD basis.

Results
frontier orbital gap	7.31	eV
HOMO	-0.1949	hartree

The geometry in ORCA input format:
```
! wB97M-V def2-TZVPD RIJCOSX def2/J DEFGRID3
* xyz -1 1
Br 4.79 -2.41 5.99
Br -5.21 -0.21 -3.81
Br 8.12 -1.20 7.03
Br 3.67 4.72 5.97
Br -6.72 -3.28 -0.34
Br -8.01 -0.22 1.28
Br -4.28 2.86 -5.65
Br 5.01 2.01 3.86
Cl 3.03 2.86 -1.48
O -2.00 -0.99 1.75
O -2.55 -0.74 -1.83
O 3.12 -0.31 -4.68
O 0.77 0.98 -2.26
O -0.82 0.87 -0.54
O 2.10 3.12 0.90
O 4.09 -1.25 -2.91
N -0.99 -1.51 -0.29
C 2.33 -2.49 -4.05
C 0.25 -1.22 -3.11
C -1.25 -1.71 1.14
C -7.18 -0.45 -0.47
C -0.12 -0.31 -0.56
C 3.17 -1.24 -3.91
C 0.70 -0.35 -1.91
C 5.26 -0.90 7.12
C 0.97 -0.26 0.55
C -7.60 -1.73 -1.13
C -4.37 2.54 -3.73
C -0.54 -2.86 1.78
C 1.04 -2.54 -3.22
C 0.37 3.14 -0.78
C -3.22 -2.59 -0.52
C 6.50 -0.19 6.63
C 3.84 3.49 3.37
C -3.90 1.16 -3.35
C 1.74 3.07 -0.26
C -2.24 -1.53 -0.95
C 4.22 4.75 4.09
B -0.23 1.80 -1.57
H 6.48 -0.03 5.56
H 0.58 0.25 1.43
H -8.67 -1.91 -1.06
H -2.75 -3.45 -0.03
H -0.80 -1.43 -3.11
H -5.40 2.72 -3.44
H -1.16 2.21 -2.28
H 1.69 -0.76 -1.64
H -0.25 3.28 0.11
H -3.92 -2.14 0.18
H 0.45 -0.61 -3.99
H -7.30 -1.73 -2.17
H 6.61 0.77 7.14
H 5.29 4.93 4.09
H -0.45 -3.72 1.12
H -3.72 3.28 -3.27
H -7.50 0.40 -1.06
H 1.23 -2.92 -2.21
H -3.76 1.08 -2.28
H 3.96 3.61 2.29
H 1.39 -1.24 0.78
H -6.11 -0.40 -0.32
H 2.11 -2.60 -5.11
H -3.76 -2.94 -1.39
H 0.40 -3.28 -3.70
H -2.98 0.88 -3.84
H 4.41 -0.22 7.08
H 5.38 -1.28 8.13
H 1.78 0.35 0.16
H 2.83 3.17 3.57
H 3.71 5.60 3.65
H 0.28 4.04 -1.40
H -1.10 -3.13 2.68
H 2.96 -3.33 -3.75
H 3.76 -1.79 -2.18
H 0.45 -2.53 2.10
*
```